Entry 1:
Density functional theory data (ωB97M-V/def2-TZVPD) for a 3-piece molecular cluster, C4HF5NO5 overall in a non-equilibrium geometry.

The geometry in XYZ format:
```
16
Properties=species:S:1:pos:R:3:mulliken_spin:R:1
C -0.324 -3.390 1.253 0.00
C -1.156 2.223 -1.314 1.60
C 1.924 -0.005 -0.480 0.00
C -1.292 2.355 0.193 0.08
N 1.180 -0.979 -0.067 0.00
O 0.011 -3.149 2.333 0.00
O -0.072 -0.691 0.064 0.02
O -0.730 -3.821 0.263 0.00
O 1.516 -2.160 0.120 0.00
O -0.985 1.040 -1.675 0.20
F 3.149 -0.278 -0.967 0.00
F 1.457 1.243 -0.856 0.02
F -2.352 3.173 0.424 0.01
F -0.249 2.863 0.716 0.02
F -1.482 1.265 0.870 0.01
H -0.596 0.311 -0.875 0.04
```

Multiplicity ... 3
Expectation value of S² ... 2.005
Orbital gap (alpha / beta) ... 6.7 / 7.5 eV
F_max ... 4.4 eV/Å
E_HOMO (alpha / beta) ... -3.2 / -4.8 eV
Charge ... -1

***

Entry 2:
Density functional theory data (ωB97M-V/def2-TZVPD) for one molecule with the formula C4HNO in a non-equilibrium geometry.

The geometry in XYZ format:
```
7
Properties=species:S:1:pos:R:3:lowdin_charge:R:1
N 2.251 1.027 -0.513 0.18
C 1.270 0.424 -0.216 -0.23
C 0.374 -0.306 0.119 -0.02
C -0.765 -0.648 0.302 -0.02
C -1.903 -0.976 0.473 -0.22
O -2.943 -1.419 0.688 0.19
H 1.716 1.898 -0.853 0.13
```

Orbital gap ... 6.4 eV
F_max ... 5.7 eV/Å
E_HOMO ... -8.2 eV